88
Properties=species:S:1:pos:R:3 method="wB97M-V/def2-TZVPD" orbital_gap_ev=8.15 smiles="C[C@@H](F)Cc1cc2nc(F)c(CCC(F)(F)F)nc2c(I)c1P(=N)(O)O.COCCOC.COCCOC.COCCOC" e_homo_ev=-8.90 energy_ha=-2921.62733
I 1.696 3.903 -4.635
P -1.415 3.863 -5.926
F 3.057 5.755 -0.541
F -6.073 3.253 -3.437
F 5.067 5.478 0.193
F 0.576 2.286 1.626
F 4.681 5.409 -1.942
O 0.964 -9.681 1.191
O -1.669 -1.538 -1.026
O -0.329 -3.012 1.144
O 3.609 2.569 4.812
O -2.973 3.875 -6.309
O -0.911 2.521 -6.643
O -1.360 -7.932 0.762
O 1.714 1.641 6.865
N -0.660 5.146 -6.326
N 1.369 3.326 -1.642
N -0.816 2.471 -0.112
C -0.995 -8.495 2.011
C -2.894 -1.695 -0.333
C 3.966 3.555 -0.659
C 0.313 -2.104 0.269
C 2.417 2.415 7.819
C 1.507 3.040 -0.393
C 0.134 3.204 -2.208
C 2.836 3.168 0.290
C -2.404 2.906 -3.365
C 2.297 2.099 4.549
C -4.768 3.743 -3.332
C 1.557 -9.117 0.037
C 0.497 -8.720 2.121
C -0.957 2.784 -1.441
C -1.302 3.390 -4.162
C -4.688 5.072 -4.039
C 1.351 2.360 5.699
C -0.058 3.487 -3.574
C -0.623 -1.022 -0.220
C 4.503 1.557 5.238
C 0.360 2.598 0.343
C -2.200 2.633 -2.044
C -3.822 2.657 -3.827
C -0.728 -4.222 0.523
C 4.189 5.047 -0.741
C -1.865 -8.877 -0.164
H -5.285 5.818 -3.523
H 0.749 -2.636 -0.584
H 1.737 3.094 8.346
H 0.943 -8.316 -0.382
H 1.931 2.632 3.668
H 1.653 -9.912 -0.701
H 2.852 1.726 8.540
H 0.721 -9.096 3.124
H -1.416 -4.728 1.197
H -1.033 -0.464 0.627
H -4.568 3.893 -2.268
H 1.308 3.434 5.910
H 2.554 -8.725 0.264
H -3.013 2.262 -1.435
H 4.896 3.122 -0.296
H -3.902 2.494 -4.887
H -1.301 -7.791 2.791
H 0.349 2.031 5.410
H -1.268 5.865 -6.694
H -5.026 4.969 -5.068
H 4.062 0.931 6.016
H -2.891 -9.163 0.093
H 0.136 -4.874 0.354
H -1.243 -9.773 -0.205
H -2.752 -2.191 0.629
H 1.027 -7.771 1.990
H -1.869 -8.402 -1.144
H 4.804 0.923 4.396
H -1.233 -4.040 -0.428
H 2.750 3.904 1.090
H 2.314 1.029 4.315
H -1.529 -9.436 2.176
H -3.049 3.818 -7.272
H 1.129 -1.634 0.827
H -0.391 1.958 -6.057
H -0.054 -0.320 -0.841
H 3.806 3.178 -1.664
H -4.153 1.736 -3.343
H -3.375 -0.724 -0.168
H -3.543 -2.308 -0.956
H -3.654 5.416 -4.081
H 5.387 2.051 5.637
H 3.217 2.997 7.355
H 3.073 2.230 0.789


85
Properties=species:S:1:pos:R:3 method="wB97M-V/def2-TZVPD" orbital_gap_ev="7.71 / 7.92" s_squared=4.040 multiplicity=4 e_homo_ev="-8.41 / -8.40" e_above_lowest_kcal_mol=0.0 energy_ha=-4064.21966
Mn 0.545 0.363 0.752
S -0.268 3.743 1.063
Si -0.215 -2.916 1.034
Si 0.811 -1.008 3.526
Si 2.395 -1.902 -3.301
O -1.182 0.412 1.874
O -1.174 0.637 -3.469
O -0.989 3.445 2.270
O 0.461 4.972 0.955
N 2.575 3.297 1.920
N 2.366 1.049 1.173
N 0.695 2.445 0.667
N -1.315 0.363 0.555
N -1.182 0.708 -2.083
N -4.152 3.934 -3.389
C 1.741 -1.098 -1.796
C -3.612 0.374 -2.361
C 1.248 -0.572 -0.815
C 1.920 2.324 1.274
C 0.971 -2.285 -4.431
C -2.387 0.575 -0.099
C 0.814 -1.466 1.683
C -3.668 0.757 0.641
C 3.272 -3.473 -2.850
C 3.790 2.981 2.331
C 2.285 -1.924 4.233
C -2.756 3.800 0.016
C 4.381 1.720 2.157
C -0.696 -1.515 4.497
C -1.339 -2.615 -0.430
C -1.302 -3.771 2.283
C 3.583 -0.745 -4.136
C -0.956 3.703 -1.584
C -1.403 3.695 -0.267
C 1.074 -4.154 0.493
C 3.592 0.755 1.595
C 1.071 0.797 3.960
C -2.342 0.556 -1.582
C -3.669 3.898 -1.020
C -3.234 3.898 -2.346
C -1.866 3.794 -2.615
H 2.575 -4.219 -2.459
H -4.160 -0.210 0.791
H -4.345 1.405 0.086
H 3.766 -3.899 -3.729
H -0.637 -1.024 5.473
H 4.331 3.769 2.846
H 4.400 -0.472 -3.461
H -2.339 -2.303 -0.112
H 3.913 -0.273 1.473
H -1.743 -4.637 1.776
H 1.315 -2.847 -5.305
H -2.117 -3.132 2.631
H 1.701 -4.478 1.332
H -0.231 0.660 -3.664
H 1.725 -3.696 -0.259
H 0.346 1.472 3.495
H 5.385 1.506 2.488
H 1.833 -1.790 1.451
H -0.752 -2.589 4.665
H -1.525 3.773 -3.644
H 0.104 3.624 -1.793
H 2.321 -1.791 5.320
H 4.018 -1.217 -5.023
H -0.940 -1.876 -1.122
H -4.084 1.343 -2.545
H 0.610 -5.043 0.054
H -0.755 -4.137 3.154
H -4.730 3.979 -0.805
H 0.939 0.884 5.043
H -4.318 -0.256 -1.820
H -3.392 -0.077 -3.324
H -1.444 -3.563 -0.969
H 2.236 -2.999 4.028
H -5.060 4.308 -3.170
H 3.227 -1.546 3.821
H 0.220 -2.887 -3.911
H 3.088 0.177 -4.452
H -1.619 -1.188 4.012
H -3.801 4.236 -4.282
H 0.479 -1.377 -4.788
H 2.080 1.148 3.736
H -3.081 3.798 1.049
H 4.034 -3.290 -2.088
H -3.459 1.186 1.619


79
Properties=species:S:1:pos:R:3 method="wB97M-V/def2-TZVPD" total_charge=+1 orbital_gap_ev="6.01 / 4.50" s_squared=2.004 multiplicity=3 e_homo_ev="-9.92 / -9.92" e_above_lowest_kcal_mol=20.8 energy_ha=-3366.79022
Au 0.320 -2.488 -1.031
Cl -3.815 4.056 -2.353
Cl -4.364 3.688 0.485
Cl -2.783 5.956 -0.370
P -2.355 0.100 2.034
P -0.655 -1.114 -2.771
O -1.913 2.229 -0.112
O -0.844 3.936 -1.182
C 1.870 -4.013 -1.156
C 1.732 2.049 1.012
C -1.287 -5.055 -0.411
C 2.101 0.928 1.809
C -1.822 3.370 -0.647
C 1.858 0.730 3.244
C 0.719 -4.432 -1.896
C 0.711 -0.841 -3.954
C -2.565 -1.164 3.357
C 2.027 2.767 -1.437
C -4.023 0.121 1.270
C 3.361 -1.275 1.409
C -1.366 0.536 -2.624
C 2.204 -4.615 0.180
C -2.290 1.663 2.977
C 2.813 0.547 -0.355
C 0.086 -3.395 0.940
C -0.180 -5.527 -1.417
C -1.078 -3.692 0.172
C 3.487 -0.077 -1.511
C -1.912 -2.181 -3.566
C 2.157 1.809 -0.320
C 1.101 3.286 1.516
C 2.778 0.003 0.960
C -3.174 4.260 -0.702
C 1.085 -4.480 1.247
H 1.578 -4.228 2.200
H -1.707 -1.105 4.039
H 2.506 -5.671 0.088
H -1.597 -3.229 -3.453
H -4.221 -0.872 0.838
H 0.711 -4.253 -2.975
H 1.489 -1.579 -3.730
H 3.740 -1.852 0.557
H 2.610 -1.885 1.933
H -4.007 0.865 0.462
H -3.193 1.788 3.584
H 1.119 0.176 -3.832
H 2.761 3.581 -1.331
H -1.402 1.641 3.622
H 0.037 -2.563 1.654
H 2.773 0.840 3.850
H -0.693 -5.955 -2.290
H 1.468 -0.280 3.432
H -1.781 0.834 -3.600
H 4.584 -0.031 -1.412
H 4.204 -1.129 2.105
H 0.613 -5.466 1.384
H 3.223 0.435 -2.445
H 0.510 3.078 2.413
H -2.147 0.563 -1.852
H 2.724 -3.639 -1.731
H -3.495 -1.032 3.925
H -2.034 -1.945 -4.634
H -2.870 -2.040 -3.041
H 0.441 3.720 0.752
H 2.210 2.283 -2.401
H -0.586 1.256 -2.332
H -1.398 -5.824 0.372
H 1.022 3.226 -1.445
H 1.121 1.449 3.629
H -1.970 -3.095 0.355
H 0.388 -6.360 -0.980
H -2.567 -2.151 2.874
H -2.199 2.483 2.254
H -2.225 -5.061 -0.987
H 1.862 4.038 1.779
H 3.089 -4.102 0.578
H 3.210 -1.137 -1.618
H 0.328 -0.972 -4.976
H -4.806 0.372 1.996


79
Properties=species:S:1:pos:R:3 method="wB97M-V/def2-TZVPD" total_charge=+1 orbital_gap_ev=8.05 e_homo_ev=-10.85 e_above_lowest_kcal_mol=0.0 energy_ha=-3269.67682
Y 0.434 -0.535 0.518
Cl 0.272 -3.925 5.505
Cl 1.129 -5.013 2.930
Cl -1.531 -3.832 3.261
P -0.963 -2.715 -0.818
P -1.079 1.031 2.417
O 1.576 -1.811 4.032
O 0.426 -1.970 2.086
C -1.038 1.863 -3.805
C -0.406 3.692 -2.030
C -2.850 1.386 2.138
C -0.522 2.748 2.702
C 2.850 -1.215 0.278
C 2.571 2.506 0.637
C 2.168 1.410 -2.296
C 2.456 -1.725 -2.241
C -0.594 3.327 -3.480
C -1.441 -3.025 -2.545
C -2.566 -3.093 -0.017
C -1.128 0.372 4.131
C 2.499 1.075 0.251
C 0.181 -3.742 3.756
C 3.316 0.096 2.494
C -2.186 0.923 -1.796
C -1.423 3.732 -1.162
C 2.284 0.585 -1.073
C 0.792 -2.388 3.283
C 2.860 -0.031 1.087
C 2.468 -0.837 -1.051
C -2.847 3.464 -1.572
C -0.109 -4.299 -0.442
C -1.179 0.871 -2.681
C 3.282 -2.570 0.713
C -3.251 1.985 -1.855
H -4.036 1.713 -1.133
H 4.352 -2.579 0.966
H 2.790 0.919 2.994
H -0.297 3.207 1.730
H -2.961 2.221 1.432
H -1.830 -4.046 -2.632
H -0.480 0.023 -2.729
H -2.212 -2.308 -2.846
H 3.124 -0.817 3.069
H -1.321 3.321 3.193
H 0.382 2.772 3.322
H 0.371 3.499 -3.986
H -1.705 -0.563 4.148
H -1.608 1.107 4.789
H -2.453 -3.035 1.073
H 2.168 -2.748 -1.966
H 1.754 -1.373 -3.005
H 2.310 2.645 1.692
H 1.882 3.109 0.038
H 2.732 -2.893 1.610
H -2.882 -4.112 -0.290
H 0.604 4.005 -1.750
H 3.131 -3.319 -0.070
H -0.106 0.158 4.477
H -3.743 1.957 -2.843
H 3.120 1.506 -2.845
H -0.779 -5.138 -0.677
H -3.493 3.831 -0.757
H -3.337 0.497 1.723
H 1.435 0.983 -2.986
H -0.568 -2.905 -3.195
H -1.303 4.018 -3.969
H -3.315 1.646 3.098
H 0.159 -4.350 0.619
H -1.282 4.023 -0.118
H -2.385 0.123 -1.068
H 4.391 0.325 2.554
H 3.586 2.913 0.489
H 0.804 -4.389 -1.042
H -0.305 1.452 -4.517
H -1.988 1.919 -4.365
H 1.820 2.420 -2.066
H -3.108 4.068 -2.457
H -3.322 -2.372 -0.349
H 3.452 -1.775 -2.711


84
Properties=species:S:1:pos:R:3 method="wB97M-V/def2-TZVPD" orbital_gap_ev=7.17 e_homo_ev=-7.85 e_above_lowest_kcal_mol=37.8 energy_ha=-3439.48377
Ir -0.077 0.330 0.294
S -1.251 -1.598 0.811
S 2.317 4.111 -0.698
S 2.715 -0.341 -0.151
S -0.169 -0.983 -1.580
P -2.111 1.348 0.074
N 2.768 1.072 -2.377
N 0.872 2.111 0.605
N 2.928 -1.261 -2.598
N -0.485 -3.983 -3.661
N -2.383 -5.254 0.257
N 1.187 -0.394 2.346
N 0.539 -0.872 3.529
C -0.817 -3.816 -2.570
C -1.962 3.383 -1.860
C -1.849 -4.486 -0.415
C -4.222 2.018 1.975
C -4.001 3.181 2.940
C -3.578 2.681 4.327
C -2.154 5.555 0.233
C -1.942 1.389 2.899
C -2.307 3.127 -0.373
C -2.910 0.333 -2.543
C 2.817 -1.469 -4.039
C 2.808 -0.153 -1.865
C -2.695 1.427 4.224
C -2.930 1.178 1.736
C -4.765 0.906 -0.992
C -1.554 4.163 0.474
C -5.063 -1.003 -2.624
C 2.715 1.531 -3.758
C -1.210 -3.506 -1.233
C -3.287 0.448 -1.054
C -3.613 -0.892 -3.134
C -5.571 0.368 -2.188
C -0.932 -2.255 -0.749
C -1.688 4.871 -2.136
C -2.561 5.742 -1.238
C 1.482 2.953 0.058
H -3.609 5.459 -1.380
H -4.844 1.994 -0.972
H -4.465 2.458 4.924
H -1.989 1.390 5.055
H -3.372 3.303 -0.208
H 2.499 2.596 -3.720
H -5.503 1.058 -3.033
H 2.727 1.803 -1.680
H 1.220 -1.290 4.153
H -1.217 0.583 2.919
H -1.087 2.786 -2.138
H 1.782 -1.398 -4.376
H -4.985 1.358 2.399
H 3.171 -2.475 -4.247
H -1.409 6.305 0.509
H -0.099 -1.603 3.236
H 3.667 1.395 -4.272
H -3.235 -0.555 -0.619
H -5.219 0.530 -0.074
H 1.834 -1.082 1.975
H -3.040 3.476 4.848
H -3.205 0.120 1.738
H -3.311 0.525 4.297
H -5.124 -1.698 -1.782
H -2.790 3.056 -2.487
H -2.484 6.793 -1.522
H 3.438 -0.773 -4.592
H -6.626 0.319 -1.911
H -1.842 0.251 -2.688
H 1.714 0.439 2.584
H -0.635 5.101 -1.954
H -1.578 3.929 1.537
H -0.515 4.170 0.179
H -3.232 1.230 -3.070
H -4.915 3.772 3.018
H -3.605 -0.823 -4.224
H -3.239 3.848 2.533
H 1.922 1.040 -4.319
H 2.812 -2.086 -2.031
H -1.883 5.086 -3.188
H -1.372 2.314 2.774
H -3.019 5.710 0.884
H -4.638 2.394 1.048
H -3.048 -1.790 -2.871
H -5.707 -1.409 -3.405